One molecule with the formula C4H8N2S. Source: the Open Molecules 2025 dataset; level of theory: ωB97M-V/def2-TZVPD.

The gap between HOMO and LUMO is 9.55 eV. The calculation puts the electronic energy at -664.82770 Ha. The value obtained for the energy above the lowest of the compared OMol25 structures with the same formula, charge and spin is 2.859 eV.

Last column: Löwdin charge in e.
Element x y z (Å)
N 2.364 0.502 -0.405  -0.004
N 2.107 -0.735 0.035  -0.054
C 0.924 -1.200 -0.057  -0.175
C -0.194 -0.329 -0.416  -0.338
C -0.526 0.908 0.392  -0.142
C -1.421 -0.288 0.461  -0.605
S -3.010 -0.226 -0.423  0.725
H 1.789 0.991 -1.062  0.083
H 3.357 0.767 -0.382  0.102
H 0.853 -2.255 0.235  0.113
H -0.293 -0.262 -1.462  0.117
H -0.848 1.825 -0.118  0.108
H 0.120 1.125 1.246  0.107
H -1.420 -0.940 1.342  0.109
H -3.802 0.116 0.614  -0.147